# C24H48O30S3

C24H48O30S3 as an isolated structure at a distorted geometry (ωB97M-V/def2-TZVPD, the Open Molecules 2025 dataset).

Values from the calculation:
Spin multiplicity: 1
Calculated total energy, Ha: -4394.96589
Kohn-Sham gap, eV: 11.17
Highest occupied orbital energy, Ha: -0.396

```
105
Properties=species:S:1:pos:R:3:mulliken_charge:R:1
C -0.1353 0.6613 -5.3643 0.234
C 1.0802 1.5559 -5.6994 -0.285
O 0.4196 2.7873 -6.1473 -0.319
S -0.8920 2.4815 -6.9570 1.087
O -0.7226 2.4196 -8.3619 -0.558
O -1.9459 3.3330 -6.4524 -0.547
O -1.0313 0.9376 -6.5028 -0.353
H -0.6545 0.9230 -4.4442 -0.219
H 0.1067 -0.3828 -5.3745 0.343
H 1.6260 1.0610 -6.5648 0.288
H 1.6052 1.7423 -4.8009 0.372
C -5.2488 1.4421 -3.0233 -0.637
C -4.0509 2.3462 -3.1273 0.042
O -2.9889 1.2801 -3.2154 -0.159
S -3.4052 -0.0369 -2.4511 1.013
O -2.8712 -0.2884 -1.1813 -0.386
O -3.2209 -1.0906 -3.3787 -0.763
O -4.8730 0.3359 -2.1942 -0.260
H -5.4042 1.0230 -4.0237 0.380
H -6.1719 1.8496 -2.6390 0.339
H -3.8440 3.0955 -2.3792 0.048
H -3.8870 2.8273 -4.0963 0.335
C -0.5603 -1.5150 0.2613 -0.418
C -0.6380 -0.1605 0.9881 0.603
O 0.4507 0.5633 0.3776 -0.017
S 0.6604 0.1822 -1.1516 0.477
O 2.0512 0.1967 -1.4154 -0.189
O -0.1701 0.9894 -1.9837 -0.458
O 0.0083 -1.2102 -1.0138 -0.193
H -1.5261 -1.9271 0.0870 0.411
H 0.0369 -2.2837 0.6903 0.046
H -0.4883 -0.2302 2.0445 0.204
H -1.6024 0.3739 0.9182 -0.497
C 0.5598 3.2278 3.2401 -0.448
O 1.2962 3.4502 2.0690 -0.351
C 2.3515 2.6477 1.6907 0.718
O 3.0130 2.9717 0.7511 -0.539
O 2.4493 1.5238 2.3715 -0.291
C 3.4716 0.5431 1.9326 0.027
H -0.1336 4.0277 3.4084 0.268
H 1.1564 3.0486 4.1086 0.397
H -0.0535 2.3367 3.0875 -0.015
H 4.3542 0.9451 2.4367 0.400
H 3.5379 0.3412 0.8536 -0.131
H 3.2743 -0.4168 2.3702 -0.184
C -5.2036 2.9682 2.3406 -0.587
O -3.7669 3.2882 2.1995 -0.319
C -3.3555 3.2789 0.9480 0.898
O -4.0470 3.0094 -0.0337 -0.599
O -2.0802 3.6278 0.9412 -0.275
C -1.4557 3.7097 -0.3577 -0.013
H -5.4416 1.9350 2.0252 0.085
H -5.8517 3.6876 1.9198 0.406
H -5.2743 2.9708 3.4564 0.222
H -1.6508 4.6806 -0.8156 0.416
H -1.8071 2.9447 -1.0259 -0.271
H -0.3452 3.5831 -0.1630 -0.008
C 4.2024 -4.3426 2.6293 -0.514
O 4.2204 -4.5327 1.2011 -0.380
C 3.4165 -3.7006 0.5275 0.548
O 2.5873 -2.8830 0.9378 -0.247
O 3.7279 -4.0543 -0.7423 -0.359
C 2.9445 -3.3921 -1.7488 -0.071
H 3.2978 -4.7338 3.0729 0.194
H 4.4251 -3.3235 2.9209 0.272
H 5.0374 -5.0629 2.8952 0.227
H 3.2678 -2.3678 -1.8312 -0.078
H 1.8567 -3.5190 -1.5956 0.244
H 3.1344 -3.9914 -2.6895 0.197
C -2.9462 0.5101 5.3084 -0.898
O -3.0094 0.2759 3.8580 0.095
C -4.1068 -0.2996 3.4141 0.620
O -5.1161 -0.5716 4.0411 -0.620
O -3.8821 -0.4537 2.1068 0.079
C -4.8889 -1.0947 1.3911 -0.632
H -3.0862 1.5729 5.4104 0.295
H -1.9086 0.2972 5.6274 0.109
H -3.7248 -0.0604 5.7763 0.444
H -5.0998 -2.1082 1.8080 0.307
H -4.5068 -1.1815 0.3608 -0.033
H -5.7932 -0.5459 1.3075 0.336
C -0.2336 -5.2734 3.2626 -0.832
O 0.8250 -4.4250 3.7507 -0.279
C 0.3612 -3.1966 4.0156 0.902
O -0.7648 -2.7210 3.9237 -0.580
O 1.4699 -2.4981 4.3254 -0.291
C 1.3166 -1.1086 4.6864 0.215
H 0.3481 -6.0104 2.6687 0.306
H -0.8016 -4.8398 2.4783 0.343
H -0.7923 -5.8245 3.9999 0.309
H 1.8125 -0.5071 3.8875 -0.190
H 1.8059 -0.9549 5.6872 0.305
H 0.2619 -0.8550 4.7644 -0.070
C 5.1189 1.6817 -1.4280 -0.374
O 5.4617 1.1252 -2.7101 -0.383
C 5.2564 -0.2082 -2.8180 0.844
O 4.8708 -0.9860 -1.9695 -0.583
O 5.4607 -0.4521 -4.1320 -0.342
C 5.5589 -1.8588 -4.4976 -0.545
H 4.1186 1.3981 -1.1070 0.027
H 5.1186 2.7671 -1.5905 0.269
H 5.8805 1.4729 -0.6672 0.340
H 4.7337 -2.1767 -5.1678 0.249
H 5.5144 -2.4486 -3.5458 0.200
H 6.5389 -2.1504 -4.9827 0.256
```